Here is a structure of composition C15H30NO8PPrTe from the OMol25 dataset. Energies are from ωB97M-V with the def2-TZVPD basis set.

Total charge = +1
HOMO-LUMO gap (alpha / beta) = 6.97 / 6.97 eV
Lowest unoccupied orbital energy (alpha / beta) = -2.24 / -2.23 eV
<S²> = 2.001
Spin multiplicity = 3

CARTESIAN COORDINATES (ANGSTROEM)
1 Pr 7.948 8.230 8.695
2 C 5.043 9.665 8.669
3 C 4.786 8.170 8.320
4 O 5.833 7.215 8.564
5 C 6.060 6.163 7.499
6 C 7.186 5.232 7.824
7 O 8.471 6.038 7.898
8 C 9.714 5.436 8.380
9 C 10.691 6.578 8.301
10 O 10.280 7.839 8.797
11 C 11.047 9.009 8.486
12 C 10.530 10.201 9.309
13 O 9.050 10.202 9.109
14 C 8.232 11.318 9.617
15 C 6.903 11.360 8.894
16 O 6.397 10.008 8.897
17 H 4.483 9.851 9.531
18 H 4.615 10.190 7.765
19 H 4.512 8.149 7.243
20 H 3.908 7.854 8.866
21 H 6.269 6.652 6.507
22 H 5.150 5.567 7.474
23 H 7.424 4.587 6.946
24 H 7.028 4.701 8.745
25 H 10.128 4.661 7.713
26 H 9.709 4.989 9.412
27 H 10.833 6.758 7.172
28 H 11.670 6.261 8.687
29 H 10.976 9.281 7.384
30 H 12.100 8.705 8.709
31 H 10.915 11.174 8.995
32 H 10.682 10.073 10.378
33 H 8.808 12.276 9.372
34 H 8.157 11.163 10.709
35 H 6.960 11.725 7.838
36 H 6.195 12.007 9.547
37 C 8.343 6.119 15.150
38 C 8.992 6.913 14.050
39 O 8.006 7.844 13.611
40 P 7.065 7.555 12.351
41 O 7.856 7.769 11.057
42 Te 5.975 5.403 12.138
43 O 6.066 8.771 12.428
44 C 5.452 9.120 13.694
45 C 5.600 10.688 13.737
46 H 9.139 5.837 15.876
47 H 7.858 5.160 14.661
48 H 7.499 6.560 15.765
49 H 9.400 6.251 13.261
50 H 9.801 7.529 14.357
51 H 5.978 8.706 14.552
52 H 4.424 8.745 13.781
53 H 4.720 11.152 13.365
54 H 6.494 11.049 13.152
55 H 5.711 10.942 14.837
56 N 8.099 8.356 6.340
57 C 8.892 8.980 5.719

Here is a structure of composition C15H31AgClF4N5O8S4 from the OMol25 dataset. Energies are from ωB97M-V with the def2-TZVPD basis set.

HOMO-LUMO gap = 6.85 eV
Lowest unoccupied orbital energy = -0.57 eV

CARTESIAN COORDINATES (ANGSTROEM)
1 Ag -0.166 -2.265 1.069
2 C 1.657 -1.673 -1.537
3 C 2.635 -0.701 -2.254
4 C 2.254 0.733 -2.183
5 C 3.141 1.653 -3.057
6 N 2.643 3.176 -3.096
7 C 2.544 3.835 -1.761
8 C 3.179 5.220 -1.903
9 C 4.335 5.014 -2.906
10 C 3.720 4.017 -3.934
11 C 1.305 3.326 -3.767
12 H 0.781 -1.648 -2.184
13 H 1.540 -1.385 -0.492
14 H 2.165 -2.637 -1.515
15 H 2.541 -1.022 -3.292
16 H 3.666 -0.834 -1.926
17 H 2.133 1.036 -1.142
18 H 1.252 0.738 -2.611
19 H 3.178 1.248 -4.068
20 H 4.194 1.761 -2.796
21 H 1.488 4.024 -1.568
22 H 3.059 3.181 -1.057
23 H 2.518 5.978 -2.322
24 H 3.509 5.627 -0.947
25 H 4.718 5.908 -3.400
26 H 5.168 4.512 -2.414
27 H 3.278 4.551 -4.775
28 H 4.445 3.403 -4.468
29 H 1.473 3.087 -4.817
30 H 1.045 4.381 -3.681
31 H 0.641 2.635 -3.247
32 C -1.476 -4.133 3.931
33 C -2.964 -3.952 3.467
34 N -3.377 -2.481 3.497
35 C -3.327 -1.538 4.536
36 C -3.530 -0.262 4.083
37 N -3.865 -0.381 2.743
38 C -3.716 -1.730 2.382
39 C -4.319 0.655 1.831
40 H -1.277 -5.204 3.889
41 H -1.447 -4.035 5.016
42 H -0.779 -3.474 3.414
43 H -3.626 -4.332 4.245
44 H -3.235 -4.417 2.519
45 H -3.148 -1.856 5.552
46 H -3.490 0.658 4.648
47 H -3.952 -2.177 1.428
48 H -5.290 1.124 1.994
49 H -4.197 0.318 0.802
50 H -3.688 1.542 1.891
51 Cl 1.782 -4.322 1.404
52 N -1.735 -3.195 -0.254
53 S -2.725 -4.650 -0.360
54 O -2.408 -5.608 -1.431
55 O -4.086 -4.509 0.105
56 F -2.048 -5.454 0.911
57 S -2.254 -2.666 -1.588
58 O -3.661 -2.238 -1.684
59 O -1.626 -3.201 -2.813
60 F -1.564 -1.237 -1.449
61 N 0.056 -0.311 2.289
62 S -0.206 1.178 1.602
63 O 1.011 1.780 1.091
64 O -1.305 1.976 2.063
65 F -0.799 0.637 0.176
66 S 0.423 0.240 3.628
67 O -0.588 0.836 4.530
68 O 1.756 0.823 3.714
69 F 0.643 -1.282 4.248

Here is a structure of composition C15H31BF4OsP2 from the OMol25 dataset. Energies are from ωB97M-V with the def2-TZVPD basis set.

Total charge = +2
HOMO-LUMO gap (alpha / beta) = 6.34 / 5.83 eV
Lowest unoccupied orbital energy (alpha / beta) = -7.28 / -9.29 eV
<S²> = 6.024
Spin multiplicity = 5

CARTESIAN COORDINATES (ANGSTROEM)
1 P 1.036 -1.672 0.700
2 P 0.303 1.461 1.562
3 C 1.782 -0.177 -0.255
4 C 1.791 1.207 0.432
5 H 1.183 -0.124 -1.164
6 H 2.782 -0.531 -0.507
7 H 2.673 1.328 1.077
8 H 1.774 2.026 -0.304
9 C -1.024 2.372 0.751
10 H -1.669 2.853 1.489
11 H -1.679 1.642 0.207
12 H -0.555 3.075 0.050
13 C 0.771 2.417 2.987
14 H 0.761 3.465 2.666
15 H 1.769 2.121 3.343
16 H 0.029 2.305 3.791
17 C -0.463 -2.762 0.312
18 H -0.296 -3.652 0.923
19 H -0.524 -3.010 -0.739
20 H -1.479 -2.374 0.632
21 C 2.454 -2.771 0.951
22 H 3.171 -2.362 1.679
23 H 2.984 -2.864 -0.007
24 H 2.168 -3.780 1.285
25 Os -0.800 -0.389 0.868
26 C -0.026 1.334 -2.433
27 C -1.339 1.334 -2.151
28 C -2.438 0.789 -3.013
29 C -2.114 -0.595 -3.619
30 C -1.415 -1.491 -2.626
31 C -0.084 -1.640 -2.592
32 C 0.928 -0.873 -3.378
33 C 0.629 0.646 -3.605
34 C -0.075 -0.969 2.779
35 H 0.622 2.060 -1.916
36 H -1.737 2.062 -1.442
37 H -2.640 1.526 -3.813
38 H -3.364 0.718 -2.416
39 H -3.062 -1.065 -3.944
40 H -1.486 -0.449 -4.516
41 H -2.065 -2.137 -2.026
42 H 0.367 -2.544 -2.169
43 H 1.050 -1.380 -4.355
44 H 1.917 -0.966 -2.888
45 H 1.600 1.142 -3.804
46 H 0.043 0.762 -4.536
47 H 0.412 -0.249 3.469
48 H 0.546 -1.899 2.789
49 H -1.063 -1.249 3.195
50 F -2.484 0.142 1.762
51 B -0.410 1.290 6.144
52 F -1.110 0.279 6.675
53 F 0.924 1.212 5.938
54 F -1.067 2.407 5.763

Here is a structure of composition C15H31BrP2Ti from the OMol25 dataset. Energies are from ωB97M-V with the def2-TZVPD basis set.

HOMO-LUMO gap (alpha / beta) = 7.26 / 6.56 eV
Lowest unoccupied orbital energy (alpha / beta) = -0.06 / -0.78 eV
<S²> = 2.008
Spin multiplicity = 3

CARTESIAN COORDINATES (ANGSTROEM)
1 P -0.989 -1.686 -5.211
2 P -0.781 2.035 -4.844
3 C -1.312 -0.327 -6.342
4 C -0.223 0.776 -6.236
5 H -2.281 0.146 -6.102
6 H -1.344 -0.672 -7.397
7 H 0.765 0.330 -6.041
8 H -0.112 1.351 -7.168
9 C -2.261 2.510 -5.722
10 H -2.783 3.142 -4.988
11 H -2.922 1.657 -5.922
12 H -2.107 3.073 -6.664
13 C 0.385 3.411 -5.574
14 H 0.006 3.806 -6.547
15 H 1.452 3.139 -5.743
16 H 0.395 4.244 -4.850
17 C -2.600 -2.510 -5.133
18 H -2.545 -3.226 -4.304
19 H -2.737 -3.074 -6.075
20 H -3.425 -1.798 -5.019
21 C -0.350 -2.734 -6.756
22 H 0.622 -2.409 -7.194
23 H -1.099 -2.659 -7.565
24 H -0.243 -3.803 -6.500
25 Ti -3.000 1.069 -1.378
26 C 3.131 1.342 -3.322
27 C 1.765 1.564 -3.040
28 C 0.736 0.529 -2.646
29 C 0.774 -1.052 -2.718
30 C 1.101 -1.978 -4.048
31 C 2.425 -2.160 -4.344
32 C 3.362 -0.981 -4.378
33 C 3.522 -0.086 -3.105
34 C -2.061 1.023 0.413
35 H 3.862 2.141 -3.101
36 H 1.364 2.492 -3.490
37 H -0.252 0.766 -3.103
38 H 0.559 0.661 -1.566
39 H 1.509 -1.441 -1.974
40 H -0.215 -1.486 -2.337
41 H 0.527 -2.952 -3.984
42 H 2.851 -3.148 -4.197
43 H 3.120 -0.312 -5.233
44 H 4.358 -1.403 -4.485
45 H 2.822 -0.424 -2.331
46 H 4.552 -0.115 -2.687
47 H -2.001 2.158 0.473
48 H -1.041 0.635 0.325
49 H -2.591 0.638 1.303
50 Br -4.706 -0.526 -1.184

Here is a structure of composition C15H31ClO4P2Pd from the OMol25 dataset. Energies are from ωB97M-V with the def2-TZVPD basis set.

Total charge = +2
HOMO-LUMO gap (alpha / beta) = 2.71 / 3.63 eV
Lowest unoccupied orbital energy (alpha / beta) = -7.73 / -10.82 eV
<S²> = 6.020
Spin multiplicity = 5

CARTESIAN COORDINATES (ANGSTROEM)
1 P 1.232 -2.037 -1.730
2 P 0.052 2.369 -1.297
3 C 1.077 -0.347 -2.560
4 C 1.365 1.025 -1.979
5 H 0.079 -0.314 -3.021
6 H 1.830 -0.495 -3.335
7 H 2.099 1.008 -1.145
8 H 1.830 1.635 -2.778
9 C -1.225 3.003 -2.565
10 H -1.697 3.874 -2.066
11 H -2.036 2.291 -2.792
12 H -0.775 3.371 -3.504
13 C 1.186 3.740 -1.664
14 H 0.900 4.256 -2.586
15 H 2.208 3.364 -1.740
16 H 1.120 4.430 -0.818
17 C -0.214 -2.845 -2.577
18 H -0.484 -3.760 -2.014
19 H 0.041 -3.147 -3.612
20 H -1.094 -2.178 -2.619
21 C 2.528 -2.921 -2.686
22 H 3.375 -2.247 -2.862
23 H 2.136 -3.301 -3.643
24 H 2.868 -3.780 -2.089
25 Pd -1.204 -0.414 -5.160
26 C -0.249 1.248 -5.941
27 C -1.684 1.313 -6.109
28 C -2.357 0.783 -7.329
29 C -1.957 -0.702 -7.742
30 C -1.363 -1.626 -6.749
31 C -0.013 -1.620 -6.246
32 C 1.057 -0.796 -6.939
33 C 0.668 0.697 -7.035
34 C -0.255 -1.388 0.122
35 H 0.208 1.724 -5.044
36 H -2.168 2.169 -5.607
37 H -2.228 1.397 -8.229
38 H -3.426 0.679 -7.090
39 H -2.854 -1.234 -8.082
40 H -1.297 -0.666 -8.599
41 H -1.892 -2.570 -6.560
42 H 0.341 -2.477 -5.654
43 H 1.304 -1.212 -7.944
44 H 1.973 -0.851 -6.316
45 H 1.570 1.338 -6.974
46 H 0.154 0.849 -7.990
47 H 0.833 -1.231 0.390
48 H -0.620 -2.414 0.372
49 H -0.930 -0.795 2.430
50 O -0.869 0.810 5.247
51 Cl -0.344 0.742 3.905
52 O 1.091 0.629 3.862
53 O -0.870 -0.837 3.417
54 O -1.030 -0.445 -0.109

Here is a structure of composition C15H31ClP2V from the OMol25 dataset. Energies are from ωB97M-V with the def2-TZVPD basis set.

Total charge = +2
HOMO-LUMO gap (alpha / beta) = 7.20 / 6.33 eV
Lowest unoccupied orbital energy (alpha / beta) = -6.91 / -7.07 eV
<S²> = 1.164
Spin multiplicity = 2

CARTESIAN COORDINATES (ANGSTROEM)
1 P -1.512 0.811 -1.539
2 P 0.276 -2.296 0.419
3 C -1.378 -1.022 -1.726
4 C -1.294 -1.983 -0.498
5 H -0.597 -1.252 -2.468
6 H -2.336 -1.253 -2.223
7 H -2.083 -1.772 0.244
8 H -1.532 -2.980 -0.906
9 C 1.400 -3.027 -0.809
10 H 2.443 -3.033 -0.460
11 H 1.336 -2.495 -1.770
12 H 1.074 -4.065 -0.960
13 C -0.101 -3.616 1.582
14 H -0.198 -4.542 1.001
15 H -1.047 -3.391 2.089
16 H 0.702 -3.730 2.321
17 C -1.843 1.442 -3.180
18 H -1.814 2.537 -3.144
19 H -2.843 1.098 -3.470
20 H -1.077 1.061 -3.866
21 C -3.074 0.933 -0.620
22 H -3.146 0.216 0.213
23 H -3.848 0.686 -1.358
24 H -3.242 1.949 -0.244
25 V 2.009 1.636 1.269
26 C 1.191 -1.084 1.382
27 C 2.122 -0.429 0.402
28 C 1.532 0.132 -0.849
29 C 1.256 1.651 -1.019
30 C -0.278 1.978 -0.909
31 C -0.502 2.000 0.562
32 C -0.678 0.710 1.269
33 C 0.428 0.073 2.125
34 C 1.601 3.169 2.507
35 H 1.733 -1.666 2.149
36 H 3.107 -0.898 0.268
37 H 0.586 -0.394 -1.066
38 H 2.140 -0.185 -1.725
39 H 1.863 2.336 -0.353
40 H 1.567 1.912 -2.040
41 H -0.443 2.931 -1.435
42 H -0.937 2.906 0.996
43 H -0.958 -0.076 0.549
44 H -1.556 0.821 1.927
45 H 1.175 0.803 2.584
46 H -0.063 -0.376 3.006
47 H 1.859 2.824 3.525
48 H 0.553 3.493 2.431
49 H 2.310 3.948 2.170
50 Cl 4.117 1.507 1.645

Here is a structure of composition C15H31CrNO3P2 from the OMol25 dataset. Energies are from ωB97M-V with the def2-TZVPD basis set.

HOMO-LUMO gap (alpha / beta) = 7.01 / 5.38 eV
Lowest unoccupied orbital energy (alpha / beta) = 0.07 / -2.04 eV
<S²> = 6.042
Spin multiplicity = 5

CARTESIAN COORDINATES (ANGSTROEM)
1 P 0.621 -2.431 1.951
2 P 0.776 2.737 2.458
3 C 0.477 0.533 0.504
4 C 1.042 1.944 0.756
5 H 1.238 -0.209 0.796
6 H -0.394 0.308 1.164
7 H 2.103 1.967 0.459
8 H 0.532 2.623 0.061
9 C -1.030 2.840 2.211
10 H -1.505 3.386 3.028
11 H -1.444 1.830 2.194
12 H -1.254 3.335 1.260
13 C 1.327 4.428 2.755
14 H 0.820 5.154 2.111
15 H 2.414 4.513 2.632
16 H 1.088 4.661 3.805
17 C -0.712 -3.398 1.103
18 H -0.987 -4.264 1.728
19 H -0.341 -3.729 0.121
20 H -1.578 -2.738 0.942
21 C 2.056 -3.434 1.401
22 H 2.905 -2.741 1.314
23 H 1.848 -3.841 0.403
24 H 2.272 -4.238 2.119
25 Cr -0.219 0.098 -1.529
26 C 0.173 1.420 -2.966
27 C -1.261 1.395 -2.650
28 C -2.242 0.616 -3.488
29 C -1.847 -0.874 -3.691
30 C -0.988 -1.417 -2.583
31 C 0.477 -1.412 -2.669
32 C 1.208 -0.790 -3.820
33 C 0.795 0.676 -4.126
34 C 0.349 -2.932 3.690
35 H 0.670 2.372 -2.739
36 H -1.687 2.276 -2.140
37 H -2.383 1.092 -4.469
38 H -3.234 0.671 -3.022
39 H -2.763 -1.473 -3.750
40 H -1.392 -1.028 -4.680
41 H -1.416 -2.273 -2.029
42 H 0.970 -2.297 -2.250
43 H 1.063 -1.399 -4.723
44 H 2.298 -0.830 -3.657
45 H 1.680 1.228 -4.486
46 H 0.123 0.691 -4.993
47 H 1.315 -2.973 4.225
48 H -0.123 -3.927 3.638
49 H -0.321 -2.173 4.149
50 O -1.829 -0.151 4.002
51 N -1.482 0.966 4.403
52 O -1.536 1.375 5.562
53 O 1.329 1.836 3.514

Here is a cluster of 4 separate species, C15H31F3I2NO4 in total from the OMol25 dataset. Energies are from ωB97M-V with the def2-TZVPD basis set.

Total charge = -1
HOMO-LUMO gap = 6.13 eV
Lowest unoccupied orbital energy = 2.60 eV

CARTESIAN COORDINATES (ANGSTROEM)
1 C -1.539 1.128 3.229
2 C -0.148 0.554 2.928
3 I 0.885 -0.518 4.497
4 C 0.511 0.638 1.738
5 I -0.528 1.762 0.143
6 N 1.728 0.095 1.595
7 C 1.774 -1.172 0.822
8 C 0.514 -2.067 0.931
9 O 0.993 -3.451 0.880
10 C -0.507 -1.930 -0.273
11 F -0.818 -3.218 -0.768
12 F -1.680 -1.443 0.139
13 F -0.037 -1.269 -1.316
14 H -1.533 2.228 3.246
15 H -2.252 0.691 2.514
16 H -1.828 0.769 4.234
17 H 2.064 -0.932 -0.224
18 H 2.608 -1.762 1.245
19 H -0.007 -1.989 1.898
20 H 0.962 -3.756 1.797
21 C 0.440 0.762 -3.663
22 C 1.746 1.486 -3.954
23 C 2.428 0.918 -5.191
24 O 2.618 1.373 -2.833
25 H 0.620 -0.298 -3.472
26 H -0.037 1.169 -2.769
27 H -0.255 0.852 -4.503
28 H 1.552 2.551 -4.098
29 H 2.672 -0.139 -5.046
30 H 3.368 1.439 -5.384
31 H 1.790 1.010 -6.073
32 H 2.798 0.437 -2.689
33 C -1.585 -7.169 1.839
34 C -2.669 -6.113 1.682
35 C -3.236 -6.112 0.270
36 O -2.133 -4.831 1.980
37 H -0.752 -6.972 1.158
38 H -1.179 -7.153 2.852
39 H -1.973 -8.170 1.634
40 H -3.470 -6.299 2.400
41 H -2.455 -5.881 -0.460
42 H -4.005 -5.345 0.167
43 H -3.673 -7.081 0.018
44 H -1.418 -4.626 1.366
45 C -0.013 7.700 0.011
46 C 0.661 6.771 1.011
47 C 1.686 5.877 0.330
48 O -0.324 5.966 1.650
49 H -0.545 7.126 -0.753
50 H -0.753 8.329 0.510
51 H 0.717 8.346 -0.484
52 H 1.147 7.361 1.790
53 H 1.209 5.244 -0.423
54 H 2.154 5.210 1.054
55 H 2.466 6.469 -0.156
56 H -0.762 5.437 0.971

Molar mass for every record listed, in sequence, given in g mol⁻¹: 651.89, 757.02, 550.40, 401.13, 479.23, 359.76, 387.36, 600.22.
Total energy for every record listed, in sequence, given in Eh: -2372.4338, -4065.0333, -1787.0942, -4696.0200, -2160.6548, -2676.2663, -2597.4744, -1840.8288.